[1]
92
Properties=species:S:1:pos:R:3:forces:R:3:lowdin_charge:R:1 method="wB97M-V/def2-TZVPD" e_lumo_ev=-2.19 gap_ev=9.20 charge=+1 mol_weight_g_mol=1540.3 fmax_ev_per_a=1.0 total_energy_ev=-1022728.7516
C 6.66182 -1.54861 1.67608 -0.43 0.44 0.28 -0.09
C 6.89334 -0.14716 1.14010 0.06 -0.34 0.16 -0.28
O 5.76149 0.67479 1.35948 0.14 0.49 -0.18 -0.14
C 5.66863 1.22643 2.65151 0.38 -0.56 0.03 -0.22
C 4.76776 2.40214 2.61754 -0.55 0.47 -0.20 -0.19
O 3.45608 1.99758 2.23721 0.01 -0.07 0.19 -0.13
C 2.41566 2.77178 2.77943 0.33 0.18 0.20 -0.19
C 1.15194 2.26255 2.14583 0.14 -0.34 -0.17 -0.21
O 0.04600 2.38392 3.04092 -0.10 0.17 0.14 -0.14
C -1.13385 2.82120 2.46311 0.09 -0.17 -0.06 -0.31
P -1.99244 1.53980 1.51081 0.08 0.49 -0.37 1.02
O -2.55670 0.46555 2.46199 -0.08 -0.80 0.60 -0.31
C -2.92897 -0.82342 1.85718 -0.33 -0.37 0.03 -0.24
C -4.16964 -1.35094 2.51581 -0.16 0.00 -0.02 -0.06
H 7.13705 -1.71120 2.63428 0.08 -0.17 0.20 0.07
H 6.98311 -2.28453 0.97378 0.41 -0.60 -0.31 0.01
H 5.58716 -1.65485 1.78332 -0.22 -0.18 0.15 0.08
H 7.05801 -0.19922 0.06966 -0.16 0.22 -0.25 0.10
H 7.79267 0.28693 1.57890 0.06 0.24 0.06 0.12
H 6.64199 1.57642 3.00592 0.23 -0.01 -0.04 0.13
H 5.30697 0.49834 3.38490 -0.07 -0.16 -0.03 0.13
H 5.15246 3.12269 1.89485 -0.04 0.16 -0.11 0.14
H 4.76264 2.87570 3.59978 -0.09 0.02 0.19 0.13
H 2.55531 3.83277 2.56224 0.06 0.17 -0.02 0.14
H 2.33849 2.66780 3.86553 0.09 -0.11 0.13 0.14
H 0.96767 2.78198 1.21717 -0.25 0.23 -0.25 0.05
H 1.33440 1.21815 1.89937 -0.17 -0.25 0.01 0.13
H -1.82643 3.11053 3.24810 -0.17 0.09 0.19 0.12
H -1.02318 3.67260 1.78535 0.11 0.15 -0.09 0.12
H -3.06538 2.13369 0.85618 -0.08 0.19 -0.33 0.04
H -1.18678 0.90156 0.56819 0.18 0.18 -0.21 -0.02
H -3.09799 -0.71628 0.79017 0.02 0.42 -0.25 0.09
H -2.10166 -1.50830 1.98440 0.37 0.04 0.09 0.13
H -4.68533 -1.98168 1.79956 -0.14 -0.16 -0.05 0.09
H -3.92971 -1.95797 3.37744 -0.06 0.01 0.34 0.07
H -4.84896 -0.54692 2.79828 0.03 0.01 0.00 0.08
Br 1.26460 2.12746 -1.46253 -0.03 0.02 -0.05 0.68
C 1.60737 0.30566 -2.05911 0.06 0.07 0.00 -0.68
C 0.44495 -0.23722 -2.83832 -0.06 -0.11 0.01 -0.70
Br -1.04361 -0.68780 -1.66611 -0.02 -0.06 0.11 0.60
H 1.81682 -0.27653 -1.16740 0.04 -0.01 0.01 0.05
H 2.50141 0.35951 -2.67649 -0.05 0.00 -0.05 0.06
H 0.71248 -1.16488 -3.34016 -0.02 0.02 0.06 -0.01
H 0.05802 0.46566 -3.56835 -0.01 0.02 -0.01 0.04
Br 2.81547 -2.47737 -4.45513 0.04 -0.07 -0.02 0.66
C 2.88308 -3.45236 -2.77270 0.06 0.05 -0.04 -0.68
C 2.30116 -4.83578 -2.88161 -0.14 -0.05 0.05 -0.69
Br 0.35979 -4.80735 -2.99163 0.06 0.08 -0.03 0.61
H 2.34818 -2.84979 -2.04445 0.01 -0.01 0.05 0.04
H 3.93507 -3.50150 -2.50161 0.01 -0.02 -0.02 0.06
H 2.53991 -5.40540 -1.98660 0.00 0.00 0.01 0.06
H 2.65303 -5.37000 -3.75758 0.05 0.02 -0.02 0.05
Br -6.27914 1.89333 -0.09722 0.03 -0.06 0.05 0.58
C -7.56751 2.08665 1.35136 0.07 -0.05 -0.10 -0.68
C -7.34779 3.36148 2.11592 0.00 0.01 0.07 -0.68
Br -5.77994 3.24621 3.26608 0.10 -0.01 -0.01 0.59
H -7.46935 1.20780 1.97997 -0.03 -0.01 0.02 0.05
H -8.54505 2.08649 0.87553 0.00 0.05 -0.01 0.07
H -8.18573 3.55771 2.78020 0.01 -0.03 0.03 0.07
H -7.18948 4.21369 1.46391 -0.02 0.01 -0.01 0.05
Br -5.43954 -1.31264 6.27122 0.05 0.06 -0.01 0.62
C -4.03023 0.02491 6.17536 -0.12 -0.06 -0.09 -0.70
C -2.66375 -0.57793 6.36578 0.08 0.02 0.13 -0.72
Br -2.32489 -1.04827 8.21734 -0.02 -0.03 -0.05 0.64
H -4.25871 0.76994 6.93001 0.02 0.03 0.02 0.05
H -4.11170 0.47182 5.18560 0.01 -0.01 -0.01 0.03
H -1.89324 0.14166 6.09630 -0.01 0.02 -0.02 0.05
H -2.53369 -1.48667 5.78631 0.00 0.00 -0.04 0.04
Br 10.16068 -4.17727 2.38666 -0.05 0.00 -0.04 0.61
C 10.25074 -4.74968 0.53107 0.05 -0.01 0.14 -0.70
C 10.75669 -3.65701 -0.37081 -0.06 0.04 -0.09 -0.69
Br 9.41131 -2.28158 -0.65746 0.09 0.03 -0.05 0.65
H 9.25217 -5.07452 0.25910 0.00 -0.02 -0.04 0.05
H 10.92913 -5.59932 0.51329 0.03 0.02 -0.01 0.06
H 10.99045 -4.05374 -1.35587 -0.02 -0.02 0.00 0.06
H 11.62777 -3.15435 0.03534 0.02 -0.02 0.02 0.05
Br -2.42677 -0.86792 -5.13831 -0.09 0.01 -0.02 0.64
C -3.70056 0.53790 -5.57206 0.14 -0.13 -0.10 -0.73
C -3.47223 1.78335 -4.76820 -0.10 0.12 0.11 -0.67
Br -4.12743 1.58472 -2.94500 0.10 0.00 0.07 0.55
H -4.68923 0.12031 -5.41852 -0.04 0.02 0.00 -0.01
H -3.55207 0.73995 -6.63024 -0.01 0.02 -0.02 0.06
H -4.04050 2.61298 -5.18280 -0.03 -0.01 -0.02 0.06
H -2.42388 2.05571 -4.70289 0.01 0.00 0.01 0.05
Br -6.27967 -1.15936 -7.54500 -0.05 -0.05 -0.05 0.65
C -7.52816 0.27161 -7.96012 0.10 -0.07 0.00 -0.68
C -7.17874 1.53824 -7.22594 -0.08 0.06 0.07 -0.69
Br -7.58325 1.43553 -5.32654 0.08 -0.01 -0.02 0.62
H -8.51586 -0.10076 -7.71080 -0.04 0.05 0.02 0.05
H -7.45800 0.43317 -9.03319 0.02 -0.01 0.00 0.06
H -7.75453 2.37557 -7.61274 -0.03 -0.02 0.00 0.06
H -6.11964 1.76417 -7.29727 0.02 0.02 -0.07 0.04

[2]
76
Properties=species:S:1:pos:R:3:forces:R:3:lowdin_charge:R:1 method="wB97M-V/def2-TZVPD" e_lumo_ev=2.23 gap_ev=6.73 charge=-1 mol_weight_g_mol=424.4 fmax_ev_per_a=0.3 total_energy_ev=-80018.9226
C -4.96970 -7.71125 4.60167 0.06 0.00 -0.01 -0.12
C -4.93434 -8.76873 3.50312 -0.01 0.01 0.04 -0.28
C -4.12309 -8.32371 2.28684 0.02 0.16 0.06 -0.23
C -2.60767 -8.41991 2.49081 -0.02 0.02 0.06 -0.23
C -1.83606 -8.60097 1.18526 0.00 -0.01 -0.05 -0.22
C -1.78117 -7.36889 0.28063 -0.04 0.06 -0.13 -0.22
C -1.31899 -6.07317 0.94056 0.07 -0.03 0.06 -0.21
C -1.36425 -4.86344 -0.01040 -0.05 0.03 -0.08 -0.21
C -0.01729 -4.16987 -0.24887 0.08 -0.05 -0.10 -0.23
C -0.13605 -2.66048 -0.43233 -0.03 -0.06 0.02 -0.23
C 1.20839 -1.95853 -0.66493 0.04 -0.01 -0.08 -0.22
C 1.35292 -0.62007 0.06552 0.01 0.01 0.00 -0.23
C 2.27643 0.36835 -0.63756 0.09 -0.03 0.00 -0.25
C 2.28905 1.75986 -0.00724 0.13 -0.04 0.06 -0.33
C 3.05520 2.81987 -0.81091 0.04 -0.02 0.12 -0.29
Ga 2.31462 4.71707 -0.60888 -0.02 -0.02 0.12 0.42
C 2.48070 5.74459 -2.35898 -0.03 -0.04 -0.05 -0.28
C 1.13557 6.16353 -2.96941 -0.02 -0.04 -0.04 -0.33
C 0.63237 7.49197 -2.41344 0.12 -0.02 0.00 -0.25
C -0.48007 8.13996 -3.23375 -0.01 0.09 0.03 -0.23
C -1.66610 7.24062 -3.57343 -0.11 -0.03 0.02 -0.31
N -2.06900 6.42229 -2.42850 -0.24 0.07 -0.03 0.00
C 3.38573 5.56736 0.95089 0.25 0.07 0.02 -0.23
C 3.74212 7.01746 0.85656 0.00 -0.03 -0.03 -0.54
C 5.07992 7.44125 1.41762 0.03 -0.01 0.01 -0.09
N 3.00307 7.93929 0.37660 -0.10 0.06 0.06 0.10
H -3.95959 -7.44777 4.92477 -0.04 -0.02 0.03 0.07
H -5.44499 -6.79746 4.23713 0.00 -0.01 0.02 0.07
H -5.52539 -8.05673 5.47533 0.03 0.03 -0.01 0.07
H -5.95666 -9.00661 3.19700 0.00 0.02 0.02 0.10
H -4.50328 -9.69207 3.90439 -0.05 -0.02 -0.05 0.10
H -4.38571 -7.28004 2.07552 -0.05 -0.09 -0.19 0.11
H -4.40899 -8.90960 1.40711 0.02 -0.03 0.06 0.11
H -2.38229 -9.26071 3.15533 -0.05 -0.04 -0.06 0.11
H -2.25716 -7.52374 3.01001 0.07 -0.13 0.06 0.10
H -2.32150 -9.40511 0.61997 0.12 -0.06 0.03 0.11
H -0.82017 -8.94849 1.39856 0.00 0.12 0.05 0.11
H -2.76499 -7.19765 -0.17334 0.01 -0.02 0.08 0.11
H -1.10161 -7.58380 -0.55182 -0.09 -0.01 -0.03 0.11
H -1.93648 -5.86842 1.81926 0.04 0.02 -0.04 0.10
H -0.29570 -6.20403 1.31125 -0.06 -0.04 0.03 0.11
H -2.07129 -4.12086 0.37094 0.01 -0.04 0.03 0.11
H -1.76756 -5.18949 -0.97520 -0.04 0.07 0.04 0.11
H 0.45819 -4.59197 -1.14219 0.07 -0.04 0.10 0.11
H 0.66283 -4.37845 0.58496 -0.05 0.08 0.00 0.11
H -0.80416 -2.46682 -1.27877 -0.04 0.08 0.09 0.11
H -0.62876 -2.23738 0.45116 0.05 -0.04 -0.02 0.11
H 2.01668 -2.63527 -0.36392 0.02 0.08 -0.03 0.11
H 1.34583 -1.77829 -1.73637 0.00 -0.09 0.03 0.11
H 0.36396 -0.15913 0.17510 0.05 0.01 -0.03 0.11
H 1.72790 -0.80178 1.07975 -0.14 0.04 0.03 0.11
H 3.29985 -0.03003 -0.65305 -0.04 0.00 -0.07 0.11
H 1.96746 0.45495 -1.68715 -0.02 0.03 0.04 0.11
H 1.25143 2.07436 0.16334 0.02 -0.02 -0.07 0.07
H 2.74493 1.67396 0.98823 -0.14 0.04 0.04 0.10
H 4.10075 2.83509 -0.47591 0.02 -0.05 -0.11 0.03
H 3.08219 2.52951 -1.87021 -0.08 0.08 0.01 0.03
H 0.75513 4.59168 -0.16258 -0.02 0.04 -0.05 -0.04
H 3.12659 6.62718 -2.27146 0.01 -0.04 0.00 0.03
H 2.98714 5.06475 -3.05557 0.03 -0.02 0.04 0.03
H 0.37188 5.40502 -2.76235 0.05 0.02 -0.10 0.07
H 1.20424 6.24591 -4.06723 0.02 0.08 0.03 0.10
H 1.47407 8.19389 -2.38608 -0.05 0.00 0.09 0.10
H 0.30462 7.35321 -1.37830 0.00 -0.07 -0.05 0.10
H -0.86272 9.01951 -2.70074 0.09 0.01 0.01 0.10
H -0.04477 8.51064 -4.16968 -0.14 0.01 -0.02 0.10
H -1.41293 6.56566 -4.39536 0.10 -0.03 0.12 0.10
H -2.48616 7.88079 -3.93506 0.05 -0.05 -0.12 0.09
H -2.73258 5.70989 -2.71030 0.05 0.06 0.04 0.06
H -2.52428 6.99284 -1.72358 0.09 -0.06 0.00 0.07
H 2.82912 5.43138 1.88658 -0.12 -0.06 -0.09 0.05
H 4.30905 4.98626 1.07476 -0.05 0.00 0.06 0.03
H 5.05105 7.35948 2.50884 0.02 -0.03 -0.02 0.07
H 5.87439 6.77524 1.07177 -0.01 0.05 -0.03 0.06
H 5.30245 8.47309 1.14605 0.01 -0.03 0.00 0.06
H 2.13570 7.52297 0.03170 0.04 0.00 -0.03 0.01

[3]
80
Properties=species:S:1:pos:R:3:forces:R:3:lowdin_charge:R:1 method="wB97M-V/def2-TZVPD" e_lumo_ev=-3.58 gap_ev=7.78 charge=+1 mol_weight_g_mol=579.5 fmax_ev_per_a=0.6 total_energy_ev=-59525.3609
C 2.21420 -2.38506 2.45678 0.00 0.10 -0.03 -0.11
C 3.12205 -2.25901 1.23191 -0.09 -0.03 -0.04 -0.25
C 2.71125 -1.10717 0.29166 0.05 -0.04 0.17 -0.21
C 3.46885 0.21479 0.54122 -0.14 0.14 -0.01 -0.19
C 2.58196 1.33404 1.09986 0.04 -0.10 -0.01 -0.21
C 1.70884 1.98866 0.02932 -0.02 0.09 0.06 -0.21
C 0.82941 3.11135 0.59378 -0.09 -0.15 0.09 -0.20
C -0.49733 2.56929 1.12848 0.03 -0.07 0.12 -0.23
C -1.37085 3.58862 1.88627 0.13 0.10 -0.04 -0.19
C -2.62689 4.04784 1.12027 -0.06 0.13 0.11 -0.19
C -3.94704 3.60319 1.76112 -0.07 -0.14 -0.28 -0.20
C -3.96840 2.08475 1.97882 -0.25 0.04 0.03 -0.19
C -4.22160 1.34613 0.64940 0.20 -0.04 -0.09 -0.24
C -3.21314 0.20425 0.42754 -0.09 -0.04 0.16 -0.37
P -3.16931 -0.38684 -1.28444 -0.09 -0.03 -0.02 0.44
I -2.48291 1.45307 -2.64559 -0.02 -0.02 0.00 0.74
C -4.83912 -0.74601 -1.89280 -0.27 0.16 -0.06 -0.36
C -5.54299 -1.84815 -1.08662 -0.10 -0.10 -0.13 -0.26
O -4.57440 -2.57368 -0.33020 0.13 0.25 0.04 -0.12
P -1.76070 -2.06319 -1.76198 0.50 -0.27 0.11 0.79
C -0.20373 -1.08596 -1.79727 -0.37 0.19 -0.13 -0.35
O -1.61421 -2.84735 -0.33575 -0.43 0.16 -0.12 -0.35
H 2.62452 -3.07141 3.20044 -0.03 0.03 -0.08 0.07
H 1.23000 -2.76748 2.16643 0.04 0.03 0.00 0.06
H 2.06841 -1.41209 2.93913 0.05 -0.07 0.01 0.07
H 3.10938 -3.20542 0.68243 0.02 0.05 0.14 0.09
H 4.15124 -2.09374 1.56648 -0.05 -0.07 -0.11 0.10
H 1.63354 -0.92574 0.42790 0.10 -0.05 -0.07 0.08
H 2.84065 -1.42929 -0.74598 0.05 0.08 0.04 0.10
H 3.91952 0.58591 -0.38357 0.02 -0.10 0.11 0.08
H 4.29573 0.03862 1.23686 -0.09 -0.04 -0.06 0.11
H 3.21131 2.11418 1.54400 -0.06 -0.08 -0.03 0.12
H 1.95480 0.92633 1.90650 0.07 0.12 -0.03 0.10
H 1.05458 1.23101 -0.42943 0.19 0.12 -0.06 0.08
H 2.37062 2.36901 -0.75572 -0.07 -0.06 0.03 0.10
H 0.62536 3.87667 -0.16340 0.05 -0.01 0.08 0.12
H 1.36338 3.59167 1.42333 -0.05 0.09 -0.17 0.12
H -0.27298 1.71957 1.78746 0.00 0.02 -0.08 0.11
H -1.06074 2.16646 0.27157 0.09 0.06 0.11 0.06
H -0.76943 4.46894 2.13474 0.03 -0.14 -0.06 0.11
H -1.65285 3.15512 2.85072 -0.04 0.17 -0.05 0.10
H -2.61838 5.13716 1.02852 -0.11 -0.10 -0.08 0.11
H -2.60463 3.64782 0.09691 0.13 0.13 0.07 0.08
H -4.16136 4.15205 2.68190 0.22 -0.14 0.03 0.12
H -4.76472 3.84699 1.06883 0.02 0.09 0.18 0.11
H -4.73690 1.81769 2.70917 0.08 -0.03 -0.07 0.12
H -3.00919 1.75429 2.38975 -0.16 0.03 0.07 0.10
H -4.11480 2.05977 -0.17554 -0.07 -0.05 0.08 0.06
H -5.24432 0.95934 0.60746 0.09 0.02 -0.02 0.11
H -2.20039 0.54084 0.68087 -0.11 -0.09 -0.09 0.07
H -3.45062 -0.66113 1.05729 0.07 0.09 -0.06 0.09
H -4.73502 -1.01788 -2.94721 0.09 0.02 0.09 0.09
H -5.39407 0.19785 -1.86399 0.04 -0.10 -0.02 0.09
H -6.02554 -2.53697 -1.78379 -0.03 0.05 0.11 0.12
H -6.31734 -1.42732 -0.44131 0.12 0.02 -0.02 0.12
H -4.84328 -2.60685 0.59266 -0.08 -0.19 -0.04 0.10
H 0.60021 -1.79257 -1.57898 -0.06 0.04 -0.04 0.04
H -0.16052 -0.25381 -1.08819 0.06 -0.21 -0.02 0.00
H -0.07886 -0.68935 -2.80758 0.12 -0.05 0.09 0.03
H -1.72550 -2.32737 0.46711 0.28 -0.01 0.11 0.05
C 1.11213 -7.73407 -0.39520 0.08 0.02 0.04 -0.02
C 0.87201 -6.40083 0.26670 -0.04 -0.01 -0.02 -0.50
O 1.77867 -5.71602 0.67804 0.02 0.04 -0.02 0.07
C -0.56440 -5.94627 0.38719 0.05 0.03 0.06 -0.03
H 2.17790 -7.94524 -0.42514 -0.01 0.00 0.00 0.08
H 0.59643 -8.52330 0.15491 -0.02 0.00 -0.02 0.09
H 0.70932 -7.72676 -1.40983 -0.03 -0.01 0.01 0.09
H -1.15039 -6.67260 0.95319 0.01 -0.04 -0.04 0.09
H -1.01542 -5.85552 -0.60290 -0.02 -0.04 0.00 0.08
H -0.59110 -4.98225 0.88788 -0.03 -0.01 -0.01 0.06
C 4.92320 4.62745 -2.12020 -0.04 -0.04 0.04 -0.02
C 5.40438 3.21826 -2.36457 0.05 0.02 0.00 -0.49
O 4.96561 2.28084 -1.73757 -0.06 0.04 -0.03 0.06
C 6.46147 3.03876 -3.42416 -0.01 -0.08 0.02 -0.02
H 4.16849 4.63150 -1.33702 0.01 0.01 0.00 0.07
H 5.76072 5.26191 -1.82507 0.00 0.01 -0.03 0.09
H 4.50616 5.04514 -3.03849 0.03 0.02 -0.01 0.09
H 7.34720 3.62380 -3.17039 -0.01 0.02 -0.02 0.09
H 6.09382 3.40447 -4.38473 0.02 0.03 0.00 0.09
H 6.72800 1.98832 -3.50815 0.00 0.01 0.00 0.08